1.
10
Properties=species:S:1:pos:R:3:forces:R:3 method="wB97M-V/def2-TZVPD" charge=+1 multiplicity=2 homo_ev="-15.7 / -16.4" de_lowest_kcal_mol=23.4
O -0.515154 -0.861629 0.392117 -2.011 0.194 1.496
C 0.212426 -0.190713 -0.369135 3.860 0.348 -2.617
C 1.544343 -0.046949 -0.709010 -1.391 0.207 0.602
H -0.908879 -0.379049 1.174655 0.321 -0.383 -0.327
H 2.510450 -0.283976 -0.265255 -0.265 -0.148 0.051
C 0.859839 -0.313060 -1.939720 -0.488 -0.337 0.418
H 0.493459 0.509551 -2.570561 -0.518 -0.261 0.512
H 1.000047 -1.277237 -2.449285 0.356 0.470 0.018
O -2.826069 1.799675 3.715456 0.170 -0.403 -0.305
C -2.370461 1.043386 3.020738 -0.033 0.312 0.151


2.
11
Properties=species:S:1:pos:R:3:forces:R:3 method="wB97M-V/def2-TZVPD" charge=+4 multiplicity=2 homo_ev="-29.9 / -29.4"
H 1.671138 0.800102 -0.651863 0.070 0.380 -0.178
C -0.158053 -0.118995 -1.643812 2.214 0.085 -0.819
C 0.631371 0.476821 -0.629694 0.320 -0.545 -0.244
C -0.178246 -0.031898 0.507332 -1.049 -0.336 -1.355
H 0.094307 -0.395498 -2.671534 -0.354 0.547 -0.443
H -0.938711 0.641679 0.922692 0.043 -0.201 0.299
H 0.054386 -1.013986 0.939232 0.232 0.356 0.414
O -1.055855 -0.725382 -0.940588 2.058 0.934 1.461
Tl -2.920555 -1.450501 -1.087247 -4.755 -1.974 -0.896
O 1.097739 0.732220 2.181365 2.401 1.434 3.412
C 1.702480 1.085439 3.074118 -1.181 -0.681 -1.651


3.
11
Properties=species:S:1:pos:R:3:forces:R:3 method="wB97M-V/def2-TZVPD" charge=+2 multiplicity=4 homo_ev="-17.6 / -17.7" de_lowest_kcal_mol=83.2
H -0.749514 -0.191412 -2.019463 -0.038 -0.214 0.433
O -1.419386 -1.378247 2.282162 1.208 1.285 -1.083
C -0.810272 -0.578050 1.715931 -1.670 -1.367 0.962
C -0.083267 0.349087 1.100070 -0.613 1.946 0.186
C -0.035359 0.022303 -1.222880 0.964 -2.662 -1.305
C 1.087397 -0.653268 -0.925396 -0.359 0.382 -1.521
H 0.711267 0.879290 1.621365 -0.131 -0.106 -0.493
H 1.943475 -0.179515 -0.441640 -0.510 -0.596 0.819
H 1.165594 -1.671345 -1.307084 0.605 0.514 -0.718
O -0.544415 0.866688 -0.242627 1.058 -0.266 2.671
V -1.265516 2.534464 -0.560441 -0.514 1.084 0.049


4.
11
Properties=species:S:1:pos:R:3:forces:R:3 method="wB97M-V/def2-TZVPD" homo_ev=-9.7 de_lowest_kcal_mol=42.2
C 1.379366 1.008865 -0.162161 -0.041 0.058 -0.086
C 0.296028 0.487409 0.751781 -0.257 0.412 0.296
O 0.148550 0.829217 1.900024 -0.167 -0.086 -0.661
C -0.481644 -0.731722 0.207317 0.580 -0.732 0.231
O 0.195136 -1.721338 0.374565 -0.223 -0.204 -0.178
C -1.849766 -0.997195 -0.470979 0.038 0.032 -0.458
O -1.878341 -1.343075 -1.625178 0.068 0.400 0.717
H 2.366297 0.821244 0.272672 -0.220 -0.025 0.026
H 1.258078 2.091492 -0.254650 0.008 -0.099 -0.001
H 1.328822 0.544223 -1.148740 0.028 0.087 0.089
H -2.762527 -0.989119 0.155350 0.186 0.156 0.024


5.
11
Properties=species:S:1:pos:R:3:forces:R:3 method="wB97M-V/def2-TZVPD" homo_ev="-7.7 / -7.7" de_lowest_kcal_mol=139.1
C 0.679082 -0.039443 -1.212819 -1.693 3.832 2.066
C 0.323548 1.058754 -0.452747 -0.315 -1.391 -1.205
C 0.844820 -1.279168 -0.652219 1.257 -2.175 1.931
C -0.907661 0.175605 1.359315 -0.167 -1.707 -0.307
O -0.329966 1.185301 0.737272 0.374 0.068 1.437
O 0.222227 -2.285082 -1.149478 -0.018 -2.787 -0.890
O -1.310396 0.546012 2.551346 0.285 0.466 -0.670
H 0.754904 0.314224 -2.209116 0.601 -0.393 -1.154
H 0.286173 2.040100 -0.808045 0.316 1.115 -1.326
H 0.547730 -3.211109 -0.823599 -0.697 2.750 -0.259
H -1.110461 1.494806 2.660091 0.057 0.222 0.378


6.
11
Properties=species:S:1:pos:R:3:forces:R:3 method="wB97M-V/def2-TZVPD" homo_ev=-8.5 de_lowest_kcal_mol=70.8
O 0.363311 1.521029 -1.865020 -0.405 -1.724 0.610
C 0.164531 0.540527 -1.189700 0.063 1.839 2.393
C 0.000987 -0.908046 -1.271090 -0.593 -1.531 -2.663
C 0.033699 -1.211132 0.025153 -0.303 -1.136 1.742
C 0.076302 0.248126 0.644341 1.401 -1.727 -5.540
O -1.032769 0.581069 1.290647 -3.872 2.948 0.785
O 1.259915 0.503354 1.282679 -0.297 -0.241 0.286
H -0.191269 -1.544244 -2.224948 0.624 1.051 1.917
H -0.029977 -2.262272 0.554124 0.188 2.352 -1.125
H -1.712934 1.301311 0.891314 3.007 -2.551 0.889
H 1.068203 1.230279 1.862502 0.187 0.721 0.704


7.
11
Properties=species:S:1:pos:R:3:forces:R:3 method="wB97M-V/def2-TZVPD" homo_ev=-10.9 de_lowest_kcal_mol=13.9
O 2.517228 -0.904626 -0.265549 -1.257 0.651 0.565
C 1.452115 -0.403445 -0.026242 -0.206 -0.857 -0.310
C 0.958420 1.003453 -0.141779 -0.078 0.222 -0.441
C -0.361197 1.007939 -0.028984 0.136 1.240 0.633
C -0.828073 -0.326502 0.340019 -0.281 -0.921 0.272
O -1.757636 -0.834769 -0.556615 0.209 -1.719 -0.698
O 0.311539 -1.170449 0.365920 1.263 0.834 -0.354
H 1.554755 1.869089 -0.393005 0.283 -0.285 0.101
H -1.051986 1.860878 0.033555 0.505 -0.411 -0.480
H -1.286746 -0.304997 1.317401 0.044 -0.122 0.702
H -1.508424 -1.796569 -0.644717 -0.619 1.369 0.008


8.
11
Properties=species:S:1:pos:R:3:forces:R:3 method="wB97M-V/def2-TZVPD" homo_ev=-9.9 de_lowest_kcal_mol=93.6
O -1.375659 -0.586269 -2.044551 0.507 0.181 0.174
C -0.275440 -0.216021 -1.705476 -0.160 -0.216 -0.219
C 0.205588 -0.243338 -0.325423 0.056 -0.588 -0.465
O 1.496308 0.176693 0.066984 0.064 -0.019 0.306
C 0.385985 0.986130 0.477874 -1.140 -0.224 -0.257
C -0.493248 -0.281900 0.957288 -0.008 0.981 0.049
O -0.066537 -0.939172 2.074007 0.491 -0.129 -0.209
H 0.475169 0.197818 -2.403925 -0.101 0.036 -0.125
H 0.297802 1.978040 0.016269 -0.239 -0.477 0.458
H -1.580540 -0.374818 0.894699 0.242 0.826 -0.132
H 0.886998 -0.791374 2.055075 0.288 -0.368 0.420


9.
11
Properties=species:S:1:pos:R:3:forces:R:3 method="wB97M-V/def2-TZVPD" homo_ev=-9.3 de_lowest_kcal_mol=108.4
C 1.007695 -1.190593 1.033146 0.005 0.042 -0.005
C 0.198183 -0.182550 0.316472 0.302 -0.117 0.047
O 0.826066 0.559630 -0.524923 -0.132 -0.139 0.144
C -1.423495 0.722810 -0.286993 -0.400 0.220 0.357
O -2.438255 0.856722 0.337064 0.475 -0.100 -0.308
C -0.341173 1.276639 -1.098610 0.007 0.208 -0.037
O -1.184679 0.336826 -1.683647 -0.047 -0.118 -0.159
H 0.781639 -1.141421 2.103263 -0.007 -0.001 -0.149
H 2.083553 -1.100731 0.851070 -0.150 0.012 0.003
H 0.654823 -2.173866 0.694976 0.005 0.112 0.032
H -0.066456 2.190886 -1.615809 -0.058 -0.120 0.075


10.
11
Properties=species:S:1:pos:R:3:forces:R:3 method="wB97M-V/def2-TZVPD" homo_ev=-9.3 de_lowest_kcal_mol=97.1
C -1.836221 0.092010 -0.888802 0.027 -0.023 0.054
C -0.673916 0.030415 0.033587 -0.102 -0.075 -0.394
O 0.396396 -0.376851 -0.641467 -0.258 0.156 0.230
C 1.467385 0.109368 1.525165 0.000 -0.038 0.674
O 1.289990 0.061794 2.696052 0.190 0.028 -0.721
C 1.542988 -0.364298 0.157842 0.118 -0.231 -0.038
O 1.958871 0.963761 0.606519 0.012 0.113 0.081
H -2.679105 -0.396886 -0.387631 0.076 0.074 -0.094
H -1.690065 -0.299636 -1.902480 0.064 0.031 0.149
H -2.109879 1.156004 -0.931563 0.011 -0.113 0.000
H 2.333557 -0.975680 -0.267226 -0.138 0.080 0.058